[1]
{
  "formula": "C41H46N6P2SSeV",
  "method": "wB97M-V/def2-TZVPD",
  "energy_ev": -172649.197,
  "e_above_lowest_kcal_mol": 27.76,
  "homo_ha": [-0.363, -0.367],
  "charge": 1,
  "lumo_energy_ev": [-3.08, -3.09],
  "spin_multiplicity": 3,
  "species": ["V", "C", "C", "C", "P", "C", "C", "C", "C", "C", "C", "C", "C", "C", "N", "C", "C", "C", "C", "C", "C", "P", "C", "C", "C", "C", "C", "C", "H", "H", "H", "H", "H", "H", "H", "H", "H", "H", "H", "H", "H", "H", "H", "H", "H", "H", "H", "H", "H", "H", "H", "H", "H", "H", "H", "H", "H", "H", "H", "H", "H", "H", "H", "H", "S", "C", "C", "C", "C", "C", "N", "H", "H", "H", "H", "Se", "N", "C", "C", "C", "C", "C", "N", "C", "C", "N", "C", "C", "C", "C", "C", "N", "H", "H", "H", "H", "H", "H"],
  "coordinates": [[0.16945, -0.62070, -0.86091], [-2.64890, 4.65717, 0.74617], [-2.67873, 3.12831, 0.68861], [-3.37213, 2.55355, 1.92955], [-1.06280, 2.22695, 0.38919], [0.24829, 3.16056, 1.36821], [0.65112, 4.54854, 0.86659], [-0.11255, 3.18585, 2.85671], [-0.70673, 2.65845, -1.36628], [-1.46670, 3.51109, -2.16080], [-1.18939, 3.65966, -3.51182], [-0.15507, 2.94961, -4.09658], [0.60014, 2.07418, -3.33133], [0.32275, 1.91306, -1.97843], [1.03320, 0.96824, -1.17764], [2.33833, 1.32494, -0.81762], [2.97857, 2.47882, -1.29134], [4.23756, 2.82518, -0.83737], [4.90020, 2.03879, 0.09433], [4.29933, 0.87450, 0.53850], [3.03451, 0.50591, 0.09233], [2.16935, -1.03622, 0.49735], [3.45921, -2.36502, 0.23515], [4.13326, -2.13216, -1.12439], [4.49349, -2.57253, 1.33947], [1.86898, -1.05738, 2.35229], [2.69352, -0.05154, 3.14623], [0.37407, -0.86487, 2.60930], [-3.65776, 5.04584, 0.58886], [-1.99946, 5.08928, -0.01213], [-2.31599, 5.00905, 1.72200], [-3.27989, 2.83628, -0.18121], [-2.87094, 2.86883, 2.84474], [-3.38171, 1.46229, 1.91651], [-4.40665, 2.89923, 1.98054], [1.11627, 2.50699, 1.26835], [-0.02160, 5.31771, 1.24353], [0.66388, 4.60447, -0.22135], [1.65608, 4.78180, 1.22448], [-0.88382, 3.92593, 3.06640], [0.76823, 3.45435, 3.44354], [-0.46525, 2.21117, 3.20253], [-2.28903, 4.06969, -1.73530], [-1.78118, 4.34457, -4.10578], [0.06598, 3.07362, -5.14855], [1.40397, 1.50773, -3.78025], [2.48284, 3.11021, -2.01398], [4.71046, 3.72094, -1.21882], [5.87502, 2.32554, 0.46493], [4.82170, 0.24410, 1.24255], [2.86390, -3.28194, 0.18048], [4.92611, -1.39191, -1.02688], [3.43097, -1.75244, -1.87179], [4.57328, -3.05620, -1.50206], [5.19721, -1.74431, 1.40388], [5.07386, -3.46579, 1.10101], [4.04224, -2.72361, 2.31888], [2.13438, -2.06763, 2.67445], [2.49566, 0.96792, 2.81351], [3.76311, -0.23983, 3.05859], [2.43189, -0.12120, 4.20398], [0.03775, 0.10044, 2.22374], [0.14908, -0.90181, 3.67752], [-0.19799, -1.64803, 2.11658], [0.48368, -1.21185, -3.17397], [-1.14845, -0.66872, -3.13384], [-2.03595, -0.61633, -4.21042], [-3.29447, -0.09883, -3.99656], [-3.64093, 0.35881, -2.72301], [-2.71281, 0.26613, -1.71445], [-1.48921, -0.24736, -1.90260], [-1.71702, -0.97752, -5.17738], [-4.00731, -0.03749, -4.80832], [-4.61575, 0.77961, -2.52322], [-2.93824, 0.62079, -0.71864], [-3.65557, -7.52065, 1.47972], [-2.21617, -7.16382, 0.53617], [-2.07569, -5.86102, 0.50968], [-0.99460, -5.18115, -0.17380], [-0.00154, -5.85945, -0.88187], [0.98781, -5.12311, -1.49600], [0.94915, -3.73474, -1.39308], [-0.00049, -3.07511, -0.74191], [-0.95196, -3.78287, -0.13167], [-1.96306, -3.01848, 0.59358], [-1.81058, -1.68375, 0.61536], [-2.69934, -0.96916, 1.28338], [-3.79521, -1.51708, 1.94621], [-3.95390, -2.88493, 1.93616], [-3.01500, -3.66410, 1.25819], [-3.07995, -5.11223, 1.22033], [-4.00736, -5.82483, 1.81018], [-0.03379, -6.93991, -0.92540], [1.77681, -5.59103, -2.06754], [1.70681, -3.14158, -1.88018], [-2.52939, 0.10080, 1.30990], [-4.49375, -0.87522, 2.46431], [-4.77173, -3.37002, 2.45172]],
  "mulliken_spin": [1.934, 0.001, 0.012, -0.001, -0.004, 0.025, 0.001, 0.001, -0.015, -0.008, 0.001, 0.002, 0.000, 0.002, -0.131, 0.011, -0.002, 0.008, -0.013, 0.006, 0.014, 0.069, 0.002, 0.004, -0.001, -0.030, -0.002, 0.034, 0.000, 0.000, 0.000, 0.001, 0.000, -0.002, 0.000, 0.006, 0.000, 0.000, 0.000, 0.000, 0.000, 0.000, 0.000, 0.000, 0.000, 0.001, 0.001, 0.000, 0.000, 0.000, 0.003, 0.001, 0.001, 0.000, 0.000, 0.000, 0.000, -0.005, 0.000, 0.000, 0.000, 0.016, 0.001, 0.006, -0.093, 0.054, -0.005, 0.015, -0.003, 0.042, 0.000, 0.000, 0.001, 0.000, -0.005, 0.000, 0.000, 0.000, 0.001, 0.004, -0.005, 0.020, -0.014, 0.020, 0.015, -0.001, 0.036, 0.000, 0.001, -0.003, -0.001, 0.000, 0.000, 0.000, -0.003, -0.022, 0.000, 0.000]
}



[2]
{
  "formula": "C41H47Br2Cl2N2OP2STi",
  "method": "wB97M-V/def2-TZVPD",
  "energy_ev": -265970.810,
  "e_above_lowest_kcal_mol": 30.59,
  "homo_ha": [-0.085, -0.159],
  "charge": -1,
  "lumo_energy_ev": [2.37, 2.37],
  "spin_multiplicity": 3,
  "species": ["Ti", "C", "C", "C", "P", "C", "C", "C", "C", "C", "C", "C", "C", "C", "C", "N", "C", "C", "C", "C", "C", "C", "C", "P", "C", "C", "C", "C", "C", "C", "H", "H", "H", "H", "H", "H", "H", "H", "H", "H", "H", "H", "H", "H", "H", "H", "H", "H", "H", "H", "H", "H", "H", "H", "H", "H", "H", "H", "H", "H", "H", "H", "H", "H", "H", "H", "H", "H", "H", "H", "Br", "C", "C", "C", "Br", "C", "C", "C", "C", "N", "C", "C", "O", "H", "H", "H", "H", "Cl", "C", "C", "C", "C", "C", "Cl", "C", "S", "H", "H", "H"],
  "coordinates": [[0.42295, 0.70262, -0.00573], [0.94857, -0.18812, 4.26508], [1.62579, -1.20774, 3.33973], [1.98883, -2.45839, 4.13232], [0.68165, -1.37814, 1.69774], [0.73443, -3.20771, 1.17822], [-0.15189, -4.16807, 1.96613], [2.17451, -3.72879, 1.06366], [-1.06154, -1.23644, 2.19071], [-1.60732, -1.59455, 3.42111], [-2.90868, -1.27008, 3.75512], [-3.52904, -1.68950, 5.05675], [-3.65257, -0.51015, 2.85149], [-3.15406, -0.19596, 1.61005], [-1.86590, -0.60335, 1.21985], [-1.35542, -0.37233, -0.04027], [-2.19216, -0.57345, -1.09937], [-3.34526, -1.38396, -1.00828], [-4.20671, -1.55137, -2.06588], [-3.97290, -0.93806, -3.29287], [-4.93564, -1.04306, -4.44071], [-2.78974, -0.23513, -3.43504], [-1.89970, -0.05529, -2.38667], [-0.22750, 0.59778, -2.64380], [-0.44992, 2.18082, -3.64690], [-1.55702, 2.99806, -2.98256], [-0.66556, 2.08479, -5.15559], [0.30114, -0.67969, -3.92198], [1.75472, -0.45578, -4.32637], [0.12991, -2.04960, -3.26690], [1.68300, 0.49068, 4.69255], [0.43668, -0.68225, 5.08705], [0.20984, 0.40880, 3.73356], [2.56368, -0.75695, 2.98706], [1.10548, -2.98465, 4.48248], [2.56672, -2.16554, 5.00944], [2.59900, -3.13547, 3.54796], [0.30484, -3.13771, 0.16537], [0.21978, -4.32173, 2.97638], [-0.16958, -5.13573, 1.46379], [-1.17233, -3.79265, 2.02190], [2.37836, -4.44967, 1.85417], [2.89734, -2.91450, 1.14654], [2.33470, -4.23419, 0.11138], [-1.00494, -2.14710, 4.12542], [-2.87769, -2.36532, 5.60786], [-4.47782, -2.19320, 4.86755], [-3.73230, -0.81862, 5.68290], [-4.63754, -0.16277, 3.13478], [-3.73669, 0.40132, 0.91936], [-3.55600, -1.89521, -0.07927], [-5.08317, -2.17296, -1.93675], [-5.88916, -1.45010, -4.11099], [-4.53702, -1.68696, -5.22765], [-5.11067, -0.05754, -4.87329], [-2.55735, 0.19020, -4.39991], [0.49999, 2.71293, -3.49624], [-2.53090, 2.54505, -3.16551], [-1.56345, 4.01822, -3.36645], [-1.39069, 3.04038, -1.90430], [-1.62160, 1.63020, -5.40297], [0.12598, 1.51981, -5.64163], [-0.66417, 3.09170, -5.57615], [-0.34538, -0.61151, -4.80483], [2.41575, -0.65785, -3.48632], [1.93094, 0.57147, -4.64338], [2.03068, -1.12159, -5.14620], [0.52280, -2.01726, -2.24830], [0.66621, -2.81576, -3.82316], [-0.92144, -2.32120, -3.21654], [1.25285, 5.25150, -1.62740], [2.41769, 3.74340, -1.63927], [3.72599, 3.85454, -2.05666], [4.52017, 2.72178, -2.08075], [6.33141, 2.92537, -2.66328], [4.04757, 1.44758, -1.71378], [4.78493, 0.24690, -1.75527], [4.15223, -0.93695, -1.38832], [2.83895, -0.92186, -0.96792], [2.11623, 0.20904, -0.86134], [2.70414, 1.37657, -1.26845], [1.86529, 2.52570, -1.21266], [0.64627, 2.41316, -0.78771], [4.12268, 4.80749, -2.37242], [5.81433, 0.25212, -2.07683], [4.68962, -1.87501, -1.42870], [2.31624, -1.83721, -0.71757], [-1.06869, 2.20244, 1.44592], [-0.18654, 2.85750, 2.77875], [-0.88252, 3.53272, 3.76278], [-0.20627, 4.05610, 4.85185], [1.16828, 3.90137, 4.93978], [1.84867, 3.21645, 3.95753], [3.55552, 3.02396, 4.12782], [1.20422, 2.64372, 2.84417], [2.05433, 1.66010, 1.72796], [-1.95463, 3.62913, 3.67534], [-0.74407, 4.57569, 5.62877], [1.71924, 4.29252, 5.78094]],
  "mulliken_spin": [0.909, 0.009, 0.005, 0.000, -0.016, 0.007, 0.000, 0.007, -0.031, 0.005, 0.002, 0.000, 0.005, 0.013, 0.035, -0.023, 0.014, 0.005, 0.001, 0.000, 0.000, -0.004, -0.014, 0.034, 0.011, 0.004, 0.003, -0.017, 0.013, 0.002, -0.001, 0.000, 0.000, -0.002, 0.000, 0.000, 0.001, -0.005, 0.000, 0.000, 0.001, 0.000, 0.002, 0.001, 0.000, 0.000, 0.000, 0.000, 0.000, -0.001, 0.000, 0.000, 0.000, 0.000, 0.000, -0.001, 0.001, 0.001, 0.000, 0.004, 0.000, 0.000, -0.001, 0.002, 0.009, 0.000, -0.005, 0.026, -0.004, 0.003, 0.003, 0.012, 0.021, -0.036, 0.003, -0.073, 0.483, -0.067, 0.287, 0.122, 0.072, 0.086, 0.026, 0.003, 0.041, 0.000, 0.017, 0.009, -0.004, 0.000, 0.001, 0.000, -0.001, 0.000, 0.001, -0.014, 0.000, 0.000, 0.000]
}